(1)
54
Properties=species:S:1:pos:R:3:forces:R:3:mulliken_charge:R:1 method="wB97M-V/def2-TZVPD" smiles="O=[N+]([O-])c1ccccc1.O=[N+]([O-])c1ccccc1.O=[N+]([O-])c1ccccc1.CN(C)C=O" total_charge=0 homo_lumo_gap_ha=0.274
C -3.61235 -2.27989 -3.89144 -1.59 5.81 2.97 -0.190
C -3.10660 -0.85343 -4.16366 2.84 -2.62 -1.99 -0.321
C -1.79796 -0.74206 -4.99587 -3.87 -5.50 3.88 -0.709
C -1.05338 -2.04233 -5.18712 -2.57 0.17 -0.84 0.392
C -1.55715 -3.41041 -4.87889 -1.93 1.81 -0.47 -0.288
C -2.98807 -3.39573 -4.25139 4.92 -2.87 -1.58 -0.346
N 0.19380 -1.82453 -6.01576 4.46 -1.03 1.93 0.761
O 0.91845 -0.76299 -5.76011 -3.28 -3.53 -1.50 -0.493
O 0.67753 -2.85380 -6.58633 -1.78 3.33 1.03 -0.524
H -4.49466 -2.27292 -3.02603 2.03 -0.37 -2.88 0.195
H -3.68898 0.02204 -3.73826 1.01 -1.16 -0.92 0.371
H -1.35571 0.15093 -5.27657 0.70 1.57 -0.44 0.498
H -1.05038 -4.48529 -5.17270 -1.15 3.41 0.81 0.300
H -3.36723 -4.40972 -3.99437 0.18 1.00 -0.15 0.337
C 0.88013 2.96868 1.31287 1.42 5.12 -1.05 -0.159
C 0.98379 4.27540 0.54674 -2.80 -2.64 -3.00 -0.638
C 0.41356 4.41561 -0.84748 0.45 -5.23 2.39 -0.615
C -0.03642 3.10774 -1.54024 1.92 -1.59 3.71 -0.079
C 0.01294 1.77965 -0.73648 -0.30 2.66 0.72 -0.022
C 0.40630 1.84652 0.72965 -1.81 -2.93 -2.13 0.610
N -0.50707 3.05823 -2.95638 -5.52 1.02 -1.14 0.667
O -1.07856 1.94147 -3.35442 3.11 4.16 1.19 -0.453
O -0.81290 4.22004 -3.52123 2.19 -4.86 2.06 -0.482
H 1.26394 3.18700 2.35365 -0.79 -1.20 -1.12 0.199
H 1.29877 5.14644 1.09420 0.08 0.22 -0.12 0.367
H 0.20255 5.32003 -1.35827 0.31 0.76 -0.29 0.483
H -0.40180 0.74489 -1.09203 0.98 2.45 0.29 0.276
H 0.19271 0.88249 1.37712 0.79 2.03 -1.53 -0.134
C 3.33504 1.83951 6.70683 -1.64 -2.73 -3.52 -0.378
C 3.07964 1.97992 5.23086 -3.55 -2.35 2.05 -0.579
C 1.91936 1.23818 4.49370 4.16 -0.69 8.56 -0.089
C 1.27225 0.18870 5.22143 3.21 1.52 2.03 0.135
C 1.65885 -0.04596 6.64515 1.51 0.01 0.76 -0.284
C 2.72779 0.72972 7.41577 -0.95 1.73 -2.29 -0.336
N 0.30961 -0.66319 4.53099 -5.63 1.79 -1.28 0.772
O -0.26862 -0.17206 3.42665 3.23 -1.84 3.62 -0.474
O -0.28726 -1.53348 5.17458 2.07 0.78 -1.16 -0.504
H 4.11416 2.37619 7.22842 0.03 0.34 -0.36 0.353
H 3.65288 2.67238 4.67114 0.28 0.66 -0.46 0.413
H 1.71423 1.47363 3.56955 -0.98 0.93 -4.80 0.355
H 1.23716 -0.93747 7.19014 0.24 1.16 -0.90 0.336
H 3.18391 0.77681 8.51193 -1.97 -1.36 -2.20 0.224
C 1.26225 -1.87994 -0.52170 -3.35 -0.57 3.54 0.019
O 1.87505 -1.73067 0.49923 1.99 0.58 0.62 -0.582
N -0.08826 -1.99132 -0.45249 -3.04 -0.36 -1.03 0.105
C -0.96855 -2.09614 -1.64762 2.55 -0.61 0.53 -1.271
C -0.92733 -1.92978 0.75902 1.61 -0.14 2.52 -0.829
H 1.56181 -2.13591 -1.45922 1.77 -0.22 -3.09 0.486
H -0.38229 -1.75635 -2.53022 -0.43 -1.21 0.19 0.386
H -1.67910 -1.35310 -1.56850 -1.83 1.66 0.30 0.562
H -1.50413 -3.06124 -1.59655 0.58 0.27 -0.82 0.388
H -1.90035 -2.54052 0.75883 1.56 0.91 -0.67 0.312
H -1.13269 -0.84723 0.99755 -0.18 -1.14 -0.12 0.217
H -0.30066 -2.33470 1.67533 -1.21 0.89 -1.85 0.258

=====

(2)
54
Properties=species:S:1:pos:R:3:forces:R:3:mulliken_charge:R:1 method="wB97M-V/def2-TZVPD" total_charge=-1 homo_lumo_gap_ha="0.292 / 0.277" s2=2.02 spin_multiplicity=3
Au 1.32639 0.32901 -0.23589 0.06 0.06 0.04 0.819
S -0.56852 -0.43953 1.11965 -0.09 0.01 0.05 -0.257
C -1.82368 -0.11703 -0.06534 0.14 0.02 0.09 0.942
C -3.15126 -0.31769 0.30766 -0.10 0.03 -0.08 -0.894
C -4.13482 -0.05234 -0.62650 0.00 -0.02 0.07 -0.266
C -3.76389 0.40136 -1.88297 0.00 0.01 -0.02 -0.590
C -2.41304 0.56583 -2.14964 0.02 0.07 -0.02 -0.497
N -1.45366 0.31319 -1.26820 -0.20 -0.02 -0.03 -0.114
H -3.39139 -0.65799 1.30479 0.02 0.00 0.01 0.431
H -5.17862 -0.19150 -0.37352 0.01 0.00 0.00 0.395
H -4.50282 0.63105 -2.63902 0.02 0.00 0.00 0.411
H -2.08167 0.92708 -3.11759 0.00 -0.01 0.01 0.418
O -1.00877 3.04842 0.01613 -0.20 0.10 -0.34 -0.641
Se -0.07348 2.76340 1.28636 0.06 -0.22 0.09 1.307
O 0.30579 4.00881 2.21084 0.09 0.37 0.24 -0.711
O 1.39532 2.08592 0.76136 0.10 -0.04 -0.09 -0.700
O -0.76927 1.56088 2.23470 -0.03 -0.24 0.06 -0.517
C 4.40597 -3.00245 -1.37122 -0.01 0.00 0.01 -1.867
C 3.11727 -3.69134 -1.83155 -0.10 0.05 0.05 1.817
C 2.96936 -3.51531 -3.34619 -0.01 0.01 0.02 -1.910
C 3.19751 -5.18137 -1.49241 0.00 0.02 0.00 -1.713
Si 1.63509 -2.84179 -0.98197 -0.03 -0.35 0.03 0.727
O 1.65104 -1.28477 -1.37762 0.17 0.20 -0.07 -1.226
C 0.01749 -3.60317 -1.60747 0.04 0.04 0.07 0.615
C -0.35414 -4.94596 -1.49738 0.02 -0.04 0.03 -0.234
C -1.57789 -5.40066 -1.97003 -0.01 -0.01 0.00 -0.828
C -2.46621 -4.51458 -2.56481 0.01 0.03 0.00 -0.535
C -2.11890 -3.17629 -2.68642 -0.02 -0.03 0.00 -0.552
C -0.89053 -2.73180 -2.21547 0.06 0.01 -0.02 -0.505
C 1.75471 -3.10084 0.89203 0.03 0.01 -0.10 0.648
C 2.70092 -2.37338 1.62200 0.01 0.06 -0.02 -0.128
C 2.79044 -2.47499 3.00213 0.00 -0.01 0.03 -0.803
C 1.93401 -3.32313 3.69172 0.00 -0.01 -0.03 -0.467
C 0.99176 -4.06047 2.98990 0.02 0.01 0.03 -0.656
C 0.90551 -3.94470 1.60849 -0.07 -0.02 -0.03 -0.201
H 5.26629 -3.41020 -1.91631 0.00 0.00 0.01 0.481
H 4.58349 -3.16078 -0.30433 0.02 0.00 -0.03 0.358
H 4.36506 -1.92634 -1.55512 0.01 -0.01 0.00 0.297
H 3.83143 -3.95273 -3.86524 -0.01 0.00 0.00 0.494
H 2.91167 -2.45732 -3.61206 0.00 -0.02 -0.01 0.310
H 2.06615 -4.00638 -3.71825 0.01 0.01 -0.01 0.342
H 4.10622 -5.61725 -1.92666 -0.01 0.00 0.01 0.475
H 2.34584 -5.73180 -1.89813 0.02 0.00 0.00 0.307
H 3.23171 -5.34800 -0.41169 0.00 -0.01 -0.01 0.301
H 0.31510 -5.65866 -1.02689 -0.01 0.01 0.00 0.298
H -1.84140 -6.44707 -1.86835 0.00 0.00 0.00 0.387
H -3.42458 -4.86657 -2.92780 0.00 0.00 0.00 0.373
H -2.80670 -2.47261 -3.14110 0.00 0.00 0.00 0.397
H -0.62136 -1.68599 -2.30414 0.00 -0.07 -0.03 0.630
H 3.36548 -1.68753 1.10568 -0.03 0.00 0.02 0.399
H 3.51735 -1.87960 3.54092 0.00 -0.01 0.00 0.380
H 1.99259 -3.39710 4.77068 0.00 0.00 0.00 0.363
H 0.30885 -4.71347 3.52035 0.00 0.00 0.00 0.386
H 0.13589 -4.50135 1.08568 0.01 0.00 0.00 0.306

=====

(3)
56
Properties=species:S:1:pos:R:3:forces:R:3:mulliken_charge:R:1 method="wB97M-V/def2-TZVPD" total_charge=+1 homo_lumo_gap_ha="0.238 / 0.214"
Ti -0.19546 -0.20268 0.59131 -0.34 0.30 -0.01 -0.696
C -0.87103 -3.75031 -1.89370 0.02 -0.01 -0.01 -1.966
C -0.37905 -2.47760 -1.28463 -0.08 0.03 0.06 1.041
N -1.09413 -1.76676 -0.40144 -0.20 -0.26 -0.13 0.779
C -2.39750 -2.25392 0.04080 0.03 0.00 -0.02 -0.682
C -2.60265 -1.82365 1.48502 0.00 0.02 0.00 -1.100
N -2.15335 -0.42677 1.69552 0.01 0.03 0.02 -0.063
C -3.11873 0.64193 1.36029 0.02 -0.02 0.01 -0.715
C -2.94649 1.10436 -0.07836 0.02 0.00 0.00 -0.697
N -1.52333 1.39398 -0.33526 -0.03 -0.01 -0.02 0.055
C -1.06524 2.76264 0.03510 0.00 -0.03 -0.01 -0.672
C 0.36878 2.71994 0.61232 0.05 0.00 0.03 -0.828
N 0.95893 1.47836 0.15697 0.15 0.15 -0.09 0.622
C 2.09462 1.32385 -0.45420 -0.21 0.17 0.15 0.650
C 3.10100 2.41290 -0.63480 0.04 -0.01 0.02 -2.049
C 2.21496 0.00081 -1.02605 -0.12 -0.27 -0.03 0.683
C 3.21621 -0.45119 -1.84516 0.03 0.09 0.05 -0.699
C 3.06976 -1.67845 -2.51811 -0.09 -0.05 0.01 -1.111
C 1.89290 -2.37604 -2.38860 0.09 -0.02 -0.06 -0.835
C 0.88120 -1.91413 -1.53526 0.04 0.16 0.12 0.339
N 1.08026 -0.76423 -0.79028 0.43 -0.11 -0.38 0.660
H -1.85366 -3.61596 -2.34921 0.00 0.00 0.00 0.378
H -0.96143 -4.53846 -1.14200 0.00 0.00 0.00 0.352
H -0.19315 -4.10731 -2.66346 0.00 0.00 0.00 0.430
H -2.47430 -3.34136 -0.00377 -0.01 0.00 0.00 0.593
H -3.18963 -1.85887 -0.60451 -0.01 0.00 0.00 0.265
H -1.97607 -2.44586 2.12551 0.00 0.00 0.00 0.413
H -3.64306 -1.95175 1.79452 -0.01 0.00 0.00 0.374
H -1.89817 -0.33464 2.67357 0.00 0.00 -0.01 0.378
H -2.92434 1.47718 2.03623 0.00 0.00 0.00 0.431
H -4.14754 0.31680 1.53469 -0.01 0.00 0.00 0.359
H -3.58215 1.97193 -0.27347 -0.01 0.00 0.00 0.477
H -3.24774 0.31593 -0.76706 0.00 0.01 0.00 0.235
H -1.34152 1.25978 -1.32273 -0.01 0.00 -0.01 0.213
H -1.75554 3.18070 0.76729 0.01 -0.01 0.00 0.417
H -1.10491 3.40343 -0.84635 0.00 0.01 0.00 0.386
H 0.33537 2.70554 1.70416 0.01 0.00 0.00 0.187
H 0.93506 3.60406 0.31684 -0.02 0.00 -0.04 0.523
H 3.27409 2.93372 0.30717 -0.01 -0.01 0.00 0.423
H 2.74740 3.14319 -1.36588 0.00 -0.01 0.00 0.340
H 4.05121 2.02170 -0.98611 0.00 0.01 0.00 0.472
H 4.10125 0.14950 -2.00117 0.00 -0.01 -0.01 0.347
H 3.85455 -2.03938 -3.16615 0.00 0.00 0.00 0.460
H 1.74297 -3.28744 -2.95063 0.00 0.00 0.00 0.344
Cl 5.70445 -2.32695 4.59471 0.00 0.00 0.00 -0.168
C 4.23829 -1.78546 3.88813 0.01 -0.02 0.01 0.379
C 3.42971 -2.67455 3.18127 0.02 -0.03 -0.01 -0.134
Cl 3.90172 -4.31476 3.00843 0.00 0.01 0.01 -0.171
C 2.24338 -2.23191 2.60816 0.05 -0.07 -0.01 0.786
Cl 1.24729 -3.31382 1.70468 -0.03 0.04 0.03 -0.169
C 1.83733 -0.90273 2.73407 -0.08 0.14 -0.11 -0.818
O 0.69948 -0.48169 2.19132 0.23 -0.23 0.43 -0.443
C 2.65913 -0.02211 3.43847 0.03 0.02 0.02 0.602
Cl 2.16414 1.62610 3.57131 -0.01 -0.01 0.00 -0.207
C 3.84979 -0.45327 4.01360 -0.03 0.02 -0.02 0.007
Cl 4.83892 0.65612 4.86787 0.01 0.01 0.01 -0.172

=====

(4)
57
Properties=species:S:1:pos:R:3:forces:R:3:mulliken_charge:R:1 method="wB97M-V/def2-TZVPD" total_charge=0 homo_lumo_gap_ha="0.222 / 0.220" s2=6.05 spin_multiplicity=5
Ir -0.81127 0.27719 -1.16563 -0.02 0.64 0.43 0.065
S -5.21871 -0.03088 -1.31136 -0.03 -0.02 0.03 -0.261
C -4.62524 -1.29860 -0.20406 0.02 0.02 -0.04 -0.633
C -3.25897 -1.32242 -0.10570 -0.05 0.09 -0.02 -0.216
C -2.62282 -0.35977 -0.88781 -0.03 -0.21 -0.18 -0.042
C -3.61373 0.45741 -1.63583 0.04 -0.09 0.02 0.204
C -3.13838 1.45215 -2.47744 -0.01 0.00 0.00 0.993
C -3.89798 2.32078 -3.29368 -0.03 -0.02 -0.01 -1.169
C -3.26080 3.21254 -4.10922 -0.01 0.01 -0.01 -0.335
C -1.85068 3.25207 -4.13460 0.00 0.00 -0.02 -1.043
C -1.14428 2.40125 -3.31138 0.00 0.01 0.03 0.029
N -1.74359 1.54095 -2.48648 0.00 -0.07 -0.10 0.294
H -5.34231 -1.93744 0.28053 -0.05 -0.02 0.04 0.487
H -2.72654 -2.01533 0.52737 0.03 -0.05 0.03 0.453
H -4.97732 2.25321 -3.26819 -0.01 0.01 0.00 0.359
H -3.83361 3.87815 -4.74072 -0.01 0.00 -0.01 0.440
H -1.31719 3.92376 -4.78868 0.02 0.02 -0.01 0.438
H -0.06278 2.39592 -3.29194 0.02 0.00 0.00 0.487
O 2.31941 0.92675 -3.79906 -0.04 0.02 0.10 -0.662
Cl 1.82738 0.19678 -2.67940 -0.31 -0.13 -0.08 1.802
O 2.84901 -0.54320 -2.02555 -0.04 0.05 -0.01 -0.625
O 1.22066 1.16833 -1.71001 -0.03 -0.13 -0.10 -0.621
O 0.71085 -0.66488 -3.05894 0.27 0.01 -0.08 -0.661
C 1.75654 3.88620 -0.18822 0.01 0.07 -0.05 -1.200
N 0.73492 2.99179 0.30549 -0.19 0.03 0.22 0.087
C -0.56330 3.21218 0.27870 0.48 -0.06 -0.09 0.699
N -1.03567 4.38459 -0.17247 -0.21 -0.04 0.01 -0.397
S -1.64044 1.98156 0.79731 -0.08 -0.08 -0.21 -0.274
H 2.70061 3.61467 0.27603 0.01 -0.02 -0.03 0.318
H 1.53688 4.91972 0.08444 0.02 0.00 0.03 0.439
H 1.87025 3.80440 -1.27133 -0.02 0.00 -0.01 0.332
H 1.00539 2.04032 0.58981 0.09 0.04 -0.05 0.347
H -0.44702 5.05790 -0.62827 0.05 0.04 0.00 0.183
H -2.03292 4.47483 -0.25784 0.02 0.02 -0.01 0.243
C 2.73391 -5.15564 4.14207 0.01 0.01 0.01 -1.493
C 2.28952 -3.99262 3.29993 0.00 0.03 -0.03 0.519
C 2.12904 -2.72921 3.84737 -0.01 -0.03 -0.03 -0.854
C 1.71511 -1.64447 3.08132 0.06 0.00 0.09 0.764
C 1.58877 -0.29891 3.74680 -0.01 0.02 -0.04 -1.493
C 1.42674 -1.85036 1.72967 0.08 -0.03 0.11 0.540
C 1.57563 -3.11763 1.15094 0.03 -0.01 -0.12 0.685
C 1.32501 -3.37428 -0.31241 0.00 0.01 -0.01 -1.214
C 2.02159 -4.16179 1.94657 -0.03 0.00 0.07 -0.873
C 0.95956 -0.69200 0.92031 -0.31 -0.35 -0.19 0.649
O 1.45718 0.41350 1.00088 0.16 0.22 0.15 -0.774
O -0.08652 -0.97713 0.16315 0.10 0.10 0.07 -0.349
H 3.10004 -4.82352 5.11215 0.01 0.00 0.02 0.362
H 3.52982 -5.71430 3.64966 0.02 -0.01 -0.01 0.359
H 1.90826 -5.84794 4.31439 -0.02 -0.01 0.00 0.295
H 2.33805 -2.57509 4.89901 0.01 0.00 0.05 0.280
H 1.72794 -0.40598 4.82051 -0.02 0.02 0.05 0.403
H 0.61446 0.15707 3.56527 -0.01 -0.01 -0.01 0.282
H 2.33263 0.39724 3.36264 0.02 -0.01 0.02 0.270
H 1.85947 -2.65996 -0.93983 -0.01 0.00 -0.01 0.176
H 0.26793 -3.28560 -0.55913 0.00 -0.03 0.02 0.126
H 1.65908 -4.37698 -0.57305 0.02 -0.02 -0.02 0.400
H 2.16044 -5.13725 1.49595 0.01 -0.04 -0.02 0.379

=====

The energy relative to the best compared isomer or geometry (same formula, charge and spin) results, record by record, are as follows: 422.6, 0.0, 0.0, 0.0 kcal per mole.
The energy results, record by record, are as follows: -42406.830, -121629.048, -117374.116, -75928.791 eV.
The max |F| results, record by record, are as follows: 9.54, 0.45, 0.59, 0.77 eV Å⁻¹.